Entry from OMol25: a cluster of 2 separate species, C18H35ClFN3O4P in total at a distorted geometry (ωB97M-V with the def2-TZVPD basis set).

The calculation puts the gap between HOMO and LUMO at 6.7 eV. As for the total charge: +1. As for the highest occupied orbital energy: -11.685 eV.

```
63
Properties=species:S:1:pos:R:3:lowdin_charge:R:1
C -0.500 -4.235 4.608 -0.13
C -0.848 -2.677 4.292 -0.63
Cl 0.769 -1.785 4.376 0.60
C -1.520 -2.643 2.829 -0.14
C -0.896 -1.445 1.981 -0.10
C -1.273 0.020 2.414 -0.07
P -2.404 0.482 3.822 0.66
O -3.213 -0.657 4.438 -0.32
O -3.545 1.708 3.419 -0.15
O -1.394 1.083 5.073 -0.18
C -0.565 1.094 1.546 0.00
C -0.733 2.679 1.808 -0.14
C 0.607 3.352 2.371 -0.18
C 0.674 4.945 2.198 -0.18
C 0.568 5.456 0.680 -0.27
N -0.831 5.902 0.310 -0.03
C 0.356 0.697 0.369 -0.04
C 1.115 1.776 -0.567 -0.25
C 1.197 1.079 -2.026 -0.06
F 2.469 1.985 -0.128 -0.04
N 0.590 -0.656 0.107 0.16
N 0.003 -1.545 0.888 -0.12
C 0.384 -2.976 0.527 0.02
H 0.388 -4.540 3.965 0.07
H -1.412 -4.873 4.312 0.10
H -0.237 -4.396 5.707 0.09
H -1.534 -2.347 5.134 0.10
H -1.378 -3.676 2.379 0.11
H -2.660 -2.469 2.856 0.14
H -3.408 1.840 2.445 0.07
H -1.568 0.492 5.851 0.09
H -1.655 2.935 2.420 0.11
H -0.909 3.136 0.761 0.10
H 0.625 3.136 3.506 0.13
H 1.558 2.867 1.960 0.11
H 1.682 5.333 2.600 0.12
H -0.215 5.420 2.757 0.12
H 1.210 6.408 0.616 0.12
H 1.018 4.728 -0.082 0.10
H -0.782 6.768 -0.250 0.07
H -1.275 5.170 -0.276 0.05
H 0.524 2.736 -0.699 0.12
H 1.500 1.830 -2.842 0.10
H 1.960 0.216 -2.010 0.10
H 0.165 0.691 -2.332 0.09
H 0.689 -3.469 1.507 0.10
H 1.264 -2.991 -0.213 0.12
H -0.526 -3.502 0.091 0.12
C 1.912 -3.184 -7.037 -0.08
C 2.216 -2.212 -5.910 -0.28
O 1.286 -1.140 -5.818 -0.17
C -0.068 -1.499 -5.583 -0.28
C -0.277 -2.264 -4.288 -0.08
H 1.885 -2.660 -7.997 0.09
H 2.677 -3.964 -7.084 0.08
H 0.945 -3.673 -6.905 0.07
H 3.194 -1.759 -6.090 0.12
H 2.290 -2.733 -4.950 0.10
H -0.465 -2.056 -6.438 0.11
H -0.634 -0.564 -5.537 0.12
H 0.262 -3.214 -4.281 0.07
H -1.338 -2.480 -4.140 0.08
H 0.083 -1.678 -3.436 0.05
```